1.
DFT (wB97M-V/def2-TZVPD) results for C23H51IrN2O2P2SSi as an isolated structure.

```
83
Properties=species:S:1:pos:R:3:forces:R:3:lowdin_spin:R:1
Ir 0.411670 -0.151263 0.394844 -0.0196 0.1660 0.2351 2.253
C -2.406557 -2.291205 2.968481 0.0376 -0.0121 0.0204 -0.001
C -2.056420 -2.814346 1.610902 -0.0850 -0.0018 0.0173 0.029
C -2.707360 -3.971340 1.108504 0.0144 -0.0014 -0.0028 0.205
C -2.390298 -4.446449 -0.150064 0.0135 0.0182 0.0218 -0.005
C -1.452986 -3.768233 -0.906788 0.0054 -0.0073 -0.0409 0.189
C -0.839167 -2.610817 -0.362846 -0.0398 -0.0209 0.0049 0.039
N -1.146834 -2.186768 0.908165 0.0101 0.0102 0.0140 0.173
N 0.022956 -1.821572 -0.989152 0.0325 -0.1319 -0.1620 0.436
Si 0.551180 -2.009510 -2.708838 0.0174 -0.0170 -0.0304 0.035
C 1.841860 -0.703696 -2.969178 0.0573 -0.0807 -0.0128 0.002
C -0.935771 -1.696833 -3.778816 -0.0415 0.0046 0.0320 0.012
C 1.313600 -3.697374 -2.924320 -0.0154 -0.0203 0.0304 0.009
H -1.973244 -2.927355 3.743573 0.0034 0.0047 0.0069 -0.001
H -3.486031 -2.293159 3.118005 -0.0006 -0.0029 -0.0026 0.000
H -2.028933 -1.278301 3.091401 -0.0121 -0.0172 -0.0139 0.000
H -3.444388 -4.471505 1.722336 -0.0017 0.0026 -0.0010 0.010
H -2.877394 -5.328964 -0.541867 0.0034 -0.0008 -0.0074 -0.004
H -1.198619 -4.099653 -1.902742 -0.0192 0.0096 0.0283 0.008
H 1.433216 0.286534 -2.775610 -0.0312 0.0462 0.0062 0.001
H 2.195632 -0.738636 -4.002228 -0.0024 0.0227 0.0060 0.000
H 2.705544 -0.874884 -2.322731 -0.0002 0.0397 -0.0063 0.001
H -1.348797 -0.714006 -3.541870 -0.0087 0.0011 -0.0137 0.000
H -1.725739 -2.438443 -3.650233 0.0087 -0.0001 0.0068 0.001
H -0.650330 -1.699878 -4.832857 0.0134 0.0000 0.0018 0.001
H 1.971812 -3.945910 -2.088059 0.0079 -0.0004 -0.0154 0.000
H 1.925021 -3.700574 -3.829472 0.0022 0.0162 -0.0038 0.001
H 0.588906 -4.504938 -3.028591 0.0110 0.0030 -0.0076 0.001
C 4.194808 0.328915 0.118642 -0.0056 0.0210 -0.0304 0.033
P 2.557905 1.097027 0.300463 0.0424 0.0060 -0.0231 0.131
C 2.541599 2.436386 -0.930888 -0.0146 0.0191 0.0378 0.022
C 2.704403 2.025535 1.872804 -0.0644 0.0041 0.0554 0.006
C 1.338465 2.553763 2.317649 0.0372 -0.0505 -0.0328 -0.004
P 0.130442 1.178973 2.334511 0.0516 0.0014 -0.0312 0.069
C 0.567469 0.279342 3.851390 -0.0146 -0.0365 0.0042 0.017
C -1.447351 1.981465 2.732951 -0.0032 0.0172 -0.0234 0.023
H 4.977693 1.080999 0.230638 -0.0055 0.0072 0.0093 0.007
H 4.295345 -0.126005 -0.866147 -0.0087 -0.0118 0.0022 0.000
H 4.328484 -0.433995 0.884694 0.0014 0.0066 0.0055 0.001
H 3.461913 3.018288 -0.861065 0.0030 0.0061 0.0062 0.004
H 1.694904 3.096733 -0.732223 0.0201 -0.0130 -0.0269 0.000
H 2.451471 2.035172 -1.937913 0.0031 -0.0185 -0.0188 0.000
H 3.424145 2.836929 1.747470 0.0033 0.0018 0.0011 0.002
H 3.116112 1.346826 2.623584 0.0024 -0.0208 -0.0049 0.000
H 0.967222 3.311368 1.621603 -0.0048 0.0068 -0.0106 0.000
H 1.393596 3.018701 3.303846 0.0008 0.0024 -0.0005 0.000
H 0.562583 0.947227 4.713714 0.0034 0.0014 0.0068 0.003
H 1.557193 -0.164215 3.739322 0.0084 0.0121 0.0076 0.000
H -0.143013 -0.528608 4.024718 0.0029 0.0170 0.0111 0.001
H -1.359755 2.560879 3.653165 -0.0060 0.0022 0.0037 0.004
H -2.229413 1.231951 2.858109 0.0055 0.0046 -0.0060 0.001
H -1.733275 2.648616 1.918553 0.0043 -0.0090 0.0258 0.000
C 2.906700 -3.746423 2.784228 -0.0023 -0.0018 -0.0034 0.003
C 1.713902 -2.972596 2.274068 0.0376 -0.0001 0.0107 0.005
O 2.123022 -1.844258 1.467525 -0.0250 -0.0118 0.0052 0.085
H 2.575095 -4.576750 3.407941 0.0019 -0.0010 0.0034 0.001
H 3.561368 -3.110203 3.379072 -0.0011 -0.0001 0.0002 0.000
H 3.484211 -4.167776 1.958511 0.0023 0.0017 0.0026 0.000
H 1.138869 -2.542785 3.093141 -0.0120 0.0038 -0.0039 0.000
H 1.044530 -3.610909 1.692247 0.0076 -0.0085 -0.0072 0.000
H 2.661475 -2.184390 0.741922 -0.0086 -0.0133 0.0103 0.002
C -0.069445 5.449423 -1.701794 0.0015 0.0113 -0.0067 0.000
C -1.014297 4.716326 -2.646369 -0.0041 -0.0068 0.0227 0.001
C -0.776671 3.208681 -2.684200 0.0052 0.0122 -0.0423 0.004
S -1.256314 2.390613 -1.149670 -0.0032 0.0285 0.0031 0.012
O -0.635000 0.986939 -1.261395 -0.0272 0.0031 -0.1311 0.149
C -3.004222 2.168642 -1.519603 -0.0123 -0.0093 -0.0294 0.005
C -3.836077 1.675962 -0.344007 0.0056 0.0092 0.0332 0.001
C -3.513592 0.255040 0.098982 0.0304 -0.0297 0.0412 0.006
H -0.260055 6.520818 -1.723103 -0.0005 0.0005 0.0087 0.000
H 0.970254 5.295454 -1.997231 0.0015 -0.0024 0.0044 0.000
H -0.186214 5.117801 -0.667180 -0.0026 -0.0003 -0.0021 0.000
H -0.879025 5.086196 -3.663813 -0.0062 -0.0070 -0.0032 0.000
H -2.054924 4.931325 -2.391046 -0.0018 0.0068 0.0006 0.000
H 0.285713 2.982686 -2.790750 0.0033 -0.0107 0.0209 0.000
H -1.316116 2.710575 -3.491813 0.0065 -0.0070 0.0069 0.000
H -3.038604 1.478921 -2.368023 0.0163 0.0144 0.0059 0.000
H -3.349016 3.150138 -1.852041 0.0146 0.0142 -0.0171 0.001
H -4.881235 1.733628 -0.654211 0.0085 -0.0020 -0.0016 0.000
H -3.734752 2.372105 0.492832 -0.0067 0.0002 -0.0092 0.000
H -3.582688 -0.441710 -0.740075 -0.0075 -0.0017 0.0121 0.000
H -4.218438 -0.066828 0.866233 0.0011 -0.0214 -0.0040 0.000
H -2.503925 0.170159 0.510082 -0.0459 0.0223 -0.0104 0.009
```
Positions in Å, forces in eV/Å.

The multiplicity is 5. The expectation value of S² is 6.05. The value obtained for the HOMO energy (spin up / spin down) is -12.1468 / -14.5449 eV. The value obtained for the electronic energy is -2641.20568 Eh. For the energy above the lowest of the compared OMol25 structures with the same formula, charge and spin, the calculation gives 0.0 kcal/mol. As for the charge: +2. For the HOMO-LUMO gap (spin up / spin down), the calculation gives 7.732 / 6.952 eV.


2.
DFT (wB97M-V/def2-TZVPD) results for a 7-piece molecular cluster, C23H51N5O7 overall at a distorted geometry.

```
86
Properties=species:S:1:pos:R:3:forces:R:3:lowdin_charge:R:1
C 0.791494 -3.855238 -2.861287 0.3391 0.1863 -0.3139 -0.067
N -0.650337 -3.702179 -2.796207 0.5092 -0.2834 0.1167 -0.186
C -1.346872 -4.685163 -2.012429 -0.1121 -0.7372 0.6909 -0.051
C -1.244204 -2.586409 -3.260228 -0.5283 0.1348 0.1172 -0.345
O -2.433678 -2.339766 -3.139765 0.1832 0.0267 -0.0450 -0.002
H 1.251334 -2.869226 -2.947632 0.0672 -0.0521 -0.0084 0.060
H 1.134225 -4.455597 -3.709773 -0.2494 -0.0039 -0.0934 0.091
H 1.180736 -4.358023 -1.975144 -0.1931 0.1820 0.2067 0.089
H -2.428234 -4.643247 -2.098547 0.0326 0.3260 -0.2966 0.084
H -1.023849 -5.696035 -2.278656 -0.0219 0.1038 -0.2650 0.095
H -1.099055 -4.600928 -0.943997 -0.0167 0.2216 -0.0737 0.079
H -0.540477 -1.900424 -3.760068 0.0152 -0.0320 -0.0048 0.131
C 4.208789 -2.346353 -1.136833 -0.0638 0.2720 -1.0281 -0.049
N 4.157031 -0.949027 -0.748248 -0.0858 -0.7155 -0.1180 -0.188
C 4.553758 0.017854 -1.748416 0.3075 0.3256 0.6012 -0.030
C 3.649809 -0.597518 0.449231 -0.2215 0.4562 -0.1504 -0.353
O 3.574913 0.547276 0.859269 -0.1176 -0.0042 0.1083 -0.002
H 4.090169 -3.009355 -0.287382 0.0287 -0.0111 0.0620 0.090
H 5.143687 -2.536792 -1.671941 0.2257 -0.0823 0.4692 0.088
H 3.459939 -2.567027 -1.908599 -0.2600 -0.0053 0.3016 0.074
H 4.578141 0.996148 -1.270633 -0.1038 0.0071 -0.0540 0.088
H 5.571239 -0.213755 -2.068673 -0.0739 -0.0086 -0.2589 0.092
H 3.863251 0.038522 -2.591729 0.0401 -0.1601 -0.0353 0.071
H 3.247211 -1.454762 1.008860 0.1637 -0.0519 0.1486 0.134
C -3.508404 -2.462326 1.411166 0.2372 0.8104 0.2684 -0.072
N -2.909215 -3.781612 1.396131 -0.8195 1.4189 -0.0159 -0.181
C -3.751583 -4.833350 0.882680 0.4816 -0.6533 -0.0444 -0.052
C -1.696073 -3.971759 1.967412 -0.2174 -1.1517 -0.4879 -0.333
O -1.185008 -5.075267 2.050292 0.2249 0.3334 0.1566 0.009
H -3.757555 -2.094654 0.413780 -0.0785 -0.2829 -0.1126 0.086
H -2.808154 -1.732500 1.827182 0.1746 -0.1819 -0.0481 0.073
H -4.397086 -2.349402 2.040018 -0.1071 -0.5324 -0.0379 0.092
H -3.116053 -5.658866 0.561783 -0.0530 -0.0502 0.1239 0.084
H -4.447756 -5.203680 1.638187 -0.0256 0.0137 0.0303 0.093
H -4.316724 -4.493764 0.015886 0.0231 0.2189 0.0379 0.089
H -1.218159 -3.037766 2.282031 0.1018 0.0135 0.1217 0.122
C -3.043659 4.100799 0.829812 0.2065 -0.1581 -0.1508 -0.056
N -2.484698 4.549634 -0.430646 0.0505 -0.0946 -0.2004 -0.197
C -2.503186 5.981838 -0.673147 -0.2482 -0.0379 0.6750 -0.038
C -2.018297 3.662201 -1.338909 -0.0082 0.4882 0.2119 -0.339
O -1.588600 3.957181 -2.436146 0.0857 -0.1814 -0.0309 0.006
H -2.350058 4.324064 1.643346 -0.1631 -0.0058 0.1601 0.088
H -3.218828 3.026752 0.781771 0.1555 -0.0361 0.0649 0.076
H -4.015052 4.555154 1.029730 0.0690 0.2015 -0.0588 0.090
H -3.555804 6.273869 -0.705938 0.1330 0.3874 -0.1702 0.092
H -2.025494 6.480636 0.175996 -0.1354 0.0281 0.0285 0.090
H -1.968683 6.305000 -1.558024 -0.0970 -0.4682 -0.2669 0.085
H -2.047442 2.637570 -0.929541 -0.0232 -0.1108 -0.2884 0.120
C 0.792262 1.605268 -2.521490 -0.8567 -0.7415 0.6067 -0.054
N 1.596807 1.782616 -3.699368 0.0893 -0.2193 0.1199 -0.176
C 1.909505 3.128115 -4.132032 0.6287 0.0605 -0.1569 -0.046
C 2.016959 0.700489 -4.390995 -0.0723 0.7400 0.1152 -0.352
O 1.737683 -0.455577 -4.136795 0.1526 -0.2409 -0.0096 -0.010
H -0.252847 1.834852 -2.740744 0.0270 0.2328 0.1062 0.086
H 1.101270 2.138699 -1.619700 0.3383 0.5564 -0.4505 0.100
H 0.817120 0.564261 -2.199915 0.1578 -0.0927 -0.4059 0.058
H 1.072642 3.803737 -3.971598 -0.0547 -0.0779 0.2027 0.089
H 2.809640 3.479839 -3.616744 -0.2402 0.2659 0.1294 0.091
H 2.142970 3.156865 -5.197569 -0.0909 -0.2003 -0.0060 0.085
H 2.677813 1.024659 -5.212848 -0.0622 -0.3548 -0.2112 0.138
C 1.662813 2.969902 5.178104 0.3912 0.3121 0.5051 -0.173
C 0.580238 2.603121 4.197349 -0.4078 -0.3889 -0.6661 -0.183
C 0.039815 1.309371 4.791039 1.2642 0.4717 0.5974 -0.204
O 0.125119 1.522930 6.216678 -0.5408 -0.0821 -0.0711 -0.140
C 0.975273 2.635668 6.498258 0.1078 0.1238 -0.0731 -0.209
H 1.998714 4.004499 5.099192 -0.1778 0.0505 0.1078 0.113
H 2.565752 2.360114 5.096915 -0.1663 -0.1821 -0.3487 0.118
H 0.924614 2.465771 3.170142 0.0071 0.0896 0.0428 0.107
H -0.230977 3.336521 4.210213 0.1668 0.1880 -0.0548 0.115
H 0.752349 0.509586 4.566767 -0.3524 -0.2722 -0.2525 0.115
H -0.968551 1.067639 4.467681 -0.1152 -0.1127 0.2627 0.112
H 1.681466 2.361547 7.281674 -0.0098 -0.1215 0.0200 0.115
H 0.390439 3.483735 6.868262 -0.1617 -0.0447 -0.0407 0.114
C -1.013682 -0.678937 -0.439953 0.2780 0.4457 0.2612 -0.137
C -0.815243 0.448321 0.602575 -0.4101 0.0156 0.2626 -0.134
C 0.011064 -0.208788 1.724307 0.2680 -0.6978 -0.2416 -0.169
O 0.369796 -1.505045 1.213392 0.6297 0.2076 0.3540 -0.153
C 0.225503 -1.509642 -0.179185 -0.2164 -1.0909 -0.8249 -0.220
H -1.084562 -0.295149 -1.455099 -0.0814 -0.0588 -0.0130 0.096
H -1.885557 -1.288425 -0.229635 -0.1171 0.0893 -0.0417 0.082
H -1.751715 0.820180 1.025708 -0.0857 -0.0136 -0.1947 0.097
H -0.320055 1.300055 0.136111 0.2320 -0.0328 0.1501 0.087
H -0.544870 -0.436230 2.636058 -0.2069 0.3271 -0.0547 0.100
H 0.927403 0.311099 2.015538 -0.0907 0.2486 -0.2276 0.103
H 0.108700 -2.563086 -0.458936 -0.1809 0.1031 -0.0128 0.108
H 1.096878 -1.181309 -0.769380 0.1277 0.4337 0.4710 0.110
```
Positions in Å, forces in eV/Å.

The value obtained for the HOMO energy is -9.1276 eV. As for the SMILES: CN(C)C=O.CN(C)C=O.CN(C)C=O.CN(C)C=O.CN(C)C=O.C1CCOC1.C1CCOC1. The value obtained for the electronic energy is -1707.38751 Eh. For the energy above the lowest of the compared OMol25 structures with the same formula, charge and spin, the calculation gives 0.0 kcal/mol. For the HOMO-LUMO gap, the calculation gives 9.534 eV.